Below is C5H10O2 in the gas phase, with properties calculated with ωB97M-V/def2-TZVPD.

- relative energy (zero: lowest compared OMol25 entry of this formula, charge and spin) (kcal per mole) = 106.7

Bonds (Å) are listed after each position.
Geometry (Å):
1 C 1.80528 0.07893 1.57421  C2 1.472, H8 1.106, H9 1.096, H10 1.104
2 C 0.45598 0.42597 1.10053  C1 1.472, C4 1.503
3 O 0.74159 0.29620 -1.15512  C5 1.447, H11 0.972
4 C -0.43198 -0.66582 0.57353  C2 1.503, C5 1.541, H12 1.114, H13 1.096
5 C -0.61684 -0.09358 -0.84575  O3 1.447, C4 1.541, C6 1.518, O7 1.392
6 C -1.46576 1.16349 -0.89964  C5 1.518, H14 1.094, H15 1.090, H16 1.092
7 O -1.12598 -0.97438 -1.79570  C5 1.392, H17 0.966
8 H 2.26292 -0.89822 1.33277  C1 1.106
9 H 2.51243 0.89287 1.37664  C1 1.096
10 H 1.63333 0.11528 2.66432  C1 1.104
11 H 1.29608 -0.49852 -1.08109  O3 0.972
12 H -0.02249 -1.69789 0.48872  C4 1.114
13 H -1.36876 -0.71141 1.14130  C4 1.096
14 H -2.52674 0.89812 -0.90923  C6 1.094
15 H -1.24044 1.78393 -0.03172  C6 1.090
16 H -1.22886 1.71270 -1.81379  C6 1.092
17 H -0.67975 -1.82766 -1.71998  O7 0.966